{
  "formula": "C34H31N6OPPd",
  "method": "ωB97M-V with the def2-TZVPD basis set",
  "de_lowest_ev": 4.344,
  "gap_ev": [5.375, 5.338],
  "e_lumo_ev": [-1.46, -1.49],
  "homo_energy_ev": [-6.831, -6.832],
  "elements": ["Pd", "C", "C", "C", "C", "C", "C", "P", "C", "C", "C", "C", "C", "C", "C", "C", "C", "C", "C", "C", "C", "C", "C", "C", "H", "H", "H", "H", "H", "H", "H", "H", "H", "H", "H", "H", "H", "H", "H", "H", "N", "C", "C", "N", "C", "H", "H", "H", "H", "C", "C", "C", "C", "C", "N", "H", "H", "H", "H", "H", "H", "H", "H", "H", "N", "C", "O", "C", "C", "N", "C", "N", "H", "H"],
  "positions_angstrom": [[-0.27666, 0.13509, -0.36420], [-0.23990, 1.33556, 6.52233], [0.79385, 0.65931, 5.88809], [0.66883, 0.27182, 4.56388], [-0.50439, 0.55036, 3.86719], [-1.53289, 1.24190, 4.50106], [-1.40307, 1.62839, 5.82653], [-0.73184, 0.08284, 2.10768], [1.01967, -0.05852, 1.53976], [1.65438, 1.07969, 1.14239], [2.99047, 1.04688, 0.48523], [3.77620, -0.28579, 0.59462], [3.04644, -1.40533, 1.26674], [1.76526, -1.32268, 1.62055], [-1.21139, -1.67043, 2.21724], [-1.59080, -2.26107, 3.39598], [-2.03055, -3.59847, 3.41406], [-2.09870, -4.31828, 2.25695], [-1.71421, -3.74639, 1.02154], [-1.76664, -4.48178, -0.18458], [-1.35082, -3.92182, -1.35744], [-0.87487, -2.59471, -1.38185], [-0.85515, -1.83455, -0.24643], [-1.26217, -2.39772, 0.99310], [-0.13142, 1.64379, 7.55389], [1.70607, 0.43358, 6.42614], [1.47841, -0.25484, 4.07371], [-2.43603, 1.47278, 3.94797], [-2.20642, 2.16685, 6.31213], [1.17653, 2.04919, 1.24892], [3.59718, 1.89321, 0.81161], [4.75221, -0.13712, 1.06117], [3.60402, -2.32570, 1.40550], [1.25997, -2.17705, 2.05291], [-1.55441, -1.70373, 4.32248], [-2.31099, -4.05293, 4.35555], [-2.45078, -5.34290, 2.26458], [-2.13271, -5.50110, -0.15783], [-1.38807, -4.48908, -2.27874], [-0.53306, -2.18282, -2.32432], [4.12904, 0.68644, -1.58398], [4.01239, -0.61871, -0.94380], [2.62198, -0.95347, -1.42600], [1.92731, 0.11315, -1.50722], [2.85096, 1.17994, -1.09542], [4.91752, 1.23302, -1.25408], [4.81345, -1.32320, -1.14433], [2.21675, -1.93795, -1.62825], [2.55079, 2.16088, -1.45096], [0.71849, -0.50967, -4.86991], [-0.43742, 0.49982, -4.78300], [-1.62337, 0.05315, -5.65394], [0.04146, 1.90100, -5.17947], [-0.90844, 0.51011, -3.39804], [-1.30413, 0.47502, -2.32087], [1.07630, -0.57048, -5.89760], [0.38737, -1.50206, -4.55951], [1.53963, -0.20158, -4.22429], [-1.30892, -0.01070, -6.69563], [-2.44606, 0.76368, -5.57837], [-1.98562, -0.92505, -5.33648], [0.34695, 1.89385, -6.22571], [0.89262, 2.20379, -4.56957], [-0.75192, 2.63698, -5.05223], [-2.91816, 2.15388, -0.13069], [-1.81769, 2.93275, -0.31690], [-0.63849, 2.48255, -0.28609], [-2.06726, 4.32852, -0.52086], [-0.98149, 5.22279, -0.53493], [-0.07379, 5.93905, -0.53420], [-3.37516, 4.77046, -0.77088], [-4.46512, 5.07779, -1.01438], [-2.80099, 1.16654, -0.05329], [-3.84054, 2.54133, -0.22520]],
  "forces_ev_per_angstrom": [[-2.23, 0.26, -0.23], [-0.02, 0.02, -0.04], [0.11, -0.05, 0.02], [-0.12, -0.04, 0.01], [-0.06, 0.23, -0.15], [-0.01, -0.10, -0.09], [-0.03, 0.01, 0.09], [0.11, -0.28, 0.49], [0.20, 0.19, 0.26], [-0.07, -0.43, 0.08], [0.05, 0.03, -0.06], [-0.02, -0.08, -0.12], [0.02, 0.06, 0.02], [0.26, -0.13, 0.08], [-0.04, 0.08, 0.15], [0.08, 0.03, -0.17], [-0.06, -0.17, -0.01], [-0.03, -0.01, 0.10], [0.08, 0.25, -0.15], [0.03, -0.08, -0.06], [-0.11, -0.09, 0.09], [0.09, 0.27, -0.11], [0.93, 0.90, -0.12], [-0.03, 0.02, 0.19], [-0.01, 0.00, 0.00], [-0.01, 0.01, 0.01], [0.04, 0.03, 0.03], [0.00, 0.06, 0.02], [0.00, 0.00, 0.00], [-0.14, -0.06, -0.23], [-0.04, 0.01, 0.03], [0.00, 0.01, -0.03], [-0.08, -0.04, 0.06], [0.02, -0.02, -0.02], [0.02, 0.02, 0.00], [-0.04, 0.01, -0.01], [0.01, 0.00, 0.01], [0.01, 0.00, 0.00], [0.02, -0.01, 0.00], [0.00, 0.04, 0.03], [0.05, 0.03, -0.24], [0.05, -0.04, 0.18], [0.10, 0.19, -0.17], [0.22, -0.28, -0.29], [0.03, 0.17, 0.25], [-0.03, -0.02, 0.14], [-0.02, 0.00, -0.04], [-0.05, -0.01, 0.10], [0.01, 0.00, 0.03], [-0.06, 0.00, 0.11], [0.03, -0.05, -0.37], [0.00, 0.00, 0.06], [-0.04, 0.04, 0.14], [-0.21, 0.10, 0.23], [0.25, -0.37, -0.05], [-0.04, 0.04, -0.02], [0.02, -0.02, -0.04], [0.03, -0.01, -0.01], [0.03, 0.02, 0.01], [0.00, 0.01, -0.03], [0.00, -0.01, -0.04], [0.00, -0.04, -0.01], [-0.01, 0.02, -0.01], [0.01, 0.01, -0.01], [0.40, -0.06, -0.02], [-0.35, 0.91, -0.05], [0.35, -0.97, 0.04], [0.27, -0.59, 0.05], [0.31, 0.19, -0.08], [-0.08, -0.07, -0.01], [-0.29, 0.26, -0.14], [0.07, -0.10, 0.14], [-0.03, -0.31, -0.02], [0.02, 0.04, -0.01]],
  "mulliken_charge": [-0.321, -0.470, -0.846, 0.166, -0.077, -0.148, -0.708, 1.258, -0.066, -0.324, -0.404, -0.339, -1.415, -0.064, 0.791, -0.694, -0.967, -0.894, 0.540, -0.827, -0.823, 0.256, 0.035, 0.012, 0.384, 0.411, 0.336, 0.412, 0.408, 0.595, 0.597, 0.479, 0.393, 0.551, 0.403, 0.422, 0.394, 0.381, 0.441, 0.280, -0.680, -0.094, -0.798, 0.130, -0.506, 0.320, 0.572, 0.433, 0.734, -1.446, 2.164, -1.714, -1.664, -0.361, -0.416, 0.477, 0.332, 0.233, 0.435, 0.400, 0.365, 0.432, 0.332, 0.408, -0.129, 0.571, -0.284, 0.114, 0.031, -0.674, -0.044, -0.595, 0.157, 0.211]
}